{
  "formula": "C5H10N2S",
  "method": "ωB97M-V with the def2-TZVPD basis set",
  "e_tot_ev": -19156.395,
  "fmax_ha_per_bohr": 0.1101,
  "lumo_energy_ha": 0.002,
  "orbital_gap_ev": 8.58,
  "de_lowest_kcal_mol": 150.1,
  "elements": ["C", "C", "C", "C", "C", "H", "H", "H", "H", "H", "H", "H", "H", "H", "H", "N", "N", "S"],
  "coordinates": [[0.760651, 0.200714, -0.268963], [-0.205633, 1.191310, 0.453152], [-1.674628, -0.408626, -0.388595], [-0.245347, -0.662450, -0.841619], [0.784968, -1.220826, 0.275154], [1.881038, 0.003120, -1.993448], [1.556474, 2.015730, -1.182534], [0.089544, 1.603860, 1.506572], [-0.362167, 2.017987, -0.138401], [-1.458706, -0.023295, 1.743876], [-2.284791, 0.211964, -1.262943], [-2.500537, -1.268427, -0.379555], [-0.119900, -1.158576, -1.893697], [1.704038, -1.752213, -0.186554], [0.960543, -0.153784, 2.700180], [1.886630, 0.758659, -0.970278], [-1.453845, 0.409489, 0.758584], [0.681670, -1.764635, 2.069069]],
  "atomic_forces_ev_per_a": [[-1.1, 1.8, 1.5], [0.5, -2.5, 5.1], [-2.5, 0.1, -2.6], [-0.6, -4.8, -2.1], [1.6, -0.1, -1.0], [0.3, 3.8, 3.4], [1.3, -5.2, 0.0], [0.1, -0.7, -1.9], [-0.7, 1.8, -1.7], [0.2, 0.6, -2.6], [1.8, -0.8, 1.8], [2.4, 1.3, 0.9], [0.0, 1.0, 2.0], [-1.8, 0.8, 0.7], [-0.6, -3.8, -1.3], [-1.2, 1.2, -3.7], [-0.1, 1.1, 1.9], [0.3, 4.5, -0.3]],
  "nbo_charge": [0.02, -0.21, -0.23, -0.23, -0.39, 0.36, 0.36, 0.20, 0.19, 0.40, 0.17, 0.24, 0.22, 0.24, 0.14, -0.79, -0.66, -0.04]
}

=====

{
  "formula": "C4H14N",
  "method": "ωB97M-V with the def2-TZVPD basis set",
  "total_charge": 1,
  "e_tot_ev": -5857.764,
  "fmax_ha_per_bohr": 0.0482,
  "lumo_energy_ha": -0.138,
  "orbital_gap_ev": 10.70,
  "de_lowest_kcal_mol": 25.1,
  "elements": ["C", "C", "N", "H", "H", "H", "H", "H", "H", "H", "H", "C", "C", "H", "H", "H", "H", "H", "H"],
  "coordinates": [[0.408498, 1.562753, 1.913889], [1.157916, 1.740132, 0.601397], [-0.154285, 0.126392, 1.918713], [1.115747, 1.594262, 2.722489], [-0.449972, 2.190814, 2.043020], [2.189795, 2.033425, 0.759737], [0.783561, 2.529177, -0.025222], [0.578976, -0.406726, 1.561914], [-0.388604, -0.190716, 2.860875], [-0.977812, -0.026413, 1.336679], [1.196371, 0.893119, -0.085243], [-0.048992, -1.769361, -1.647049], [-1.359846, -1.143639, -2.171113], [-0.095327, -2.854813, -1.711913], [0.700451, -1.780046, -2.449658], [0.341150, -1.483181, -0.678881], [-1.262272, -0.972380, -3.233776], [-2.200236, -1.824357, -2.087889], [-1.535119, -0.218444, -1.627966]],
  "atomic_forces_ev_per_a": [[-0.1, -1.2, -1.1], [0.5, 0.6, -0.6], [-1.0, 1.4, 1.2], [-0.1, 0.1, 0.6], [-0.1, 0.6, 0.2], [0.2, -0.1, 0.3], [-0.6, 0.5, 0.0], [1.4, -1.7, -0.7], [0.0, 0.0, 0.0], [0.0, 0.3, -0.2], [-0.2, -0.4, 0.4], [0.0, -1.5, -2.0], [0.8, -0.4, 0.5], [-0.7, -0.4, 1.0], [0.4, 1.3, 0.5], [0.1, 0.2, 0.0], [0.0, 0.5, -0.2], [-0.2, 0.1, 0.4], [-0.4, 0.2, -0.3]],
  "nbo_charge": [-0.20, -0.68, -0.66, 0.23, 0.24, 0.25, 0.26, 0.43, 0.44, 0.45, 0.23, -0.64, -0.61, 0.23, 0.23, 0.16, 0.23, 0.22, 0.18]
}

=====

{
  "formula": "C3H3NO3",
  "method": "ωB97M-V with the def2-TZVPD basis set",
  "e_tot_ev": -10787.982,
  "fmax_ha_per_bohr": 0.1829,
  "lumo_energy_ha": 0.023,
  "orbital_gap_ev": 10.43,
  "de_lowest_kcal_mol": 108.8,
  "elements": ["O", "C", "C", "O", "N", "C", "O", "H", "H", "H"],
  "coordinates": [[-2.091937, 0.071118, -0.229479], [-0.996364, -0.062902, -0.031262], [-0.163045, 1.217810, 0.379496], [1.055949, 1.051343, -0.310542], [1.745401, -0.104664, -0.082512], [0.952451, -1.027548, 0.026338], [-0.428435, -1.243068, 0.090919], [-0.487458, 2.296480, 0.210761], [-0.093623, 0.753987, 1.429673], [1.320409, -2.117121, 0.282534]],
  "atomic_forces_ev_per_a": [[-8.6, 0.1, -1.8], [3.6, 4.1, 1.1], [0.6, -3.5, 0.5], [1.2, 3.3, -0.4], [0.0, 1.6, -0.5], [0.1, -9.1, 2.5], [2.5, 0.8, -0.7], [-0.1, -2.0, 0.4], [0.6, 2.2, -0.3], [0.1, 2.5, -0.8]],
  "nbo_charge": [-0.52, 0.75, -0.19, -0.39, -0.13, 0.30, -0.46, 0.26, 0.19, 0.19]
}